(1)
Computed, not measured: a structure of composition C16H30FeO16, with ωB97M-V/def2-TZVPD.

Each line ends with the Löwdin charge.
Cartesian coordinates (Å):
Fe: -7.349 -20.058 14.212  1.33
C: -8.602 -19.928 17.895  0.07
C: -8.079 -19.987 16.528  -0.58
O: -7.051 -19.372 16.099  -0.05
O: -8.700 -20.651 15.623  -0.03
H: -7.867 -19.559 18.613  0.09
H: -8.813 -20.956 18.194  0.12
H: -9.469 -19.285 18.024  0.10
C: -8.633 -17.379 11.628  0.04
C: -8.240 -18.389 12.616  -0.58
O: -8.421 -18.268 13.874  0.02
O: -7.568 -19.440 12.299  -0.06
H: -7.900 -17.371 10.821  0.10
H: -8.661 -16.382 12.065  0.11
H: -9.602 -17.570 11.169  0.11
C: -12.366 -22.017 17.897  -0.02
O: -13.094 -21.829 16.684  0.02
C: -12.937 -20.685 16.042  -0.61
O: -12.353 -19.710 16.446  0.10
O: -13.553 -20.789 14.869  0.02
C: -13.553 -19.624 14.054  -0.04
H: -11.902 -21.092 18.223  0.06
H: -11.583 -22.760 17.708  0.10
H: -13.012 -22.422 18.667  0.10
H: -13.563 -18.697 14.614  0.09
H: -14.421 -19.699 13.401  0.10
H: -12.688 -19.619 13.381  0.09
C: -4.043 -18.375 16.087  0.02
O: -3.483 -18.988 14.900  0.07
C: -4.254 -19.127 13.864  -0.56
O: -5.485 -19.016 13.847  0.02
O: -3.543 -19.407 12.798  0.06
C: -4.139 -19.204 11.511  0.00
H: -4.239 -17.325 15.886  0.12
H: -3.260 -18.446 16.835  0.11
H: -4.918 -18.916 16.416  0.07
H: -3.366 -18.841 10.839  0.11
H: -4.927 -18.453 11.509  0.09
H: -4.524 -20.147 11.126  0.11
C: -6.635 -16.897 19.328  -0.04
O: -7.998 -16.603 19.085  -0.01
C: -8.237 -15.781 18.062  -0.61
O: -7.427 -15.330 17.305  0.14
O: -9.558 -15.637 17.983  -0.01
C: -10.077 -14.980 16.841  -0.04
H: -6.034 -17.063 18.434  0.08
H: -6.622 -17.827 19.896  0.09
H: -6.165 -16.123 19.934  0.11
H: -9.937 -15.580 15.941  0.10
H: -9.576 -14.021 16.678  0.10
H: -11.122 -14.757 17.025  0.09
C: -11.836 -17.638 18.882  -0.05
O: -11.018 -17.591 20.033  -0.01
C: -10.859 -18.716 20.713  -0.63
O: -11.305 -19.800 20.450  0.14
O: -10.024 -18.543 21.740  0.00
C: -10.037 -17.257 22.388  -0.02
H: -12.728 -18.263 18.898  0.10
H: -11.275 -18.049 18.033  0.07
H: -12.123 -16.635 18.583  0.09
H: -11.038 -17.050 22.764  0.10
H: -9.597 -16.507 21.740  0.09
H: -9.415 -17.371 23.277  0.10

Calculated values
M in g mol⁻¹: 534.2
Spin multiplicity: 6
Total charge: +1
Highest occupied orbital energy (alpha / beta) in Eh: -0.463 / -0.463
<S²>: 8.760
Lowest unoccupied orbital energy (alpha / beta) in eV: -3.80 / -6.17
Relative energy (zero: lowest compared OMol25 entry of this formula, charge and spin) in eV: 0.000
DFT total energy in eV: -84219.6992

(2)
Computed, not measured: the molecule C2H5NO2S, with ωB97M-V/def2-TZVPD.

Each line ends with the Löwdin charge.
Cartesian coordinates (Å):
C: -1.132 0.696 -0.535  0.04
C: -0.386 -0.693 -0.477  -0.49
O: -0.979 -1.755 -0.483  0.05
N: 0.978 -0.658 -0.161  -0.38
O: 1.524 -1.961 -0.088  -0.11
S: 2.426 0.383 0.363  0.85
H: -0.464 1.339 -1.012  0.05
H: -2.048 0.573 -1.033  0.07
H: -1.182 0.780 0.503  0.07
H: 0.743 -2.525 -0.114  0.07
H: 2.393 -0.266 1.414  -0.21

Calculated values
M in g mol⁻¹: 107.1
Total charge: 0
Highest occupied orbital energy in Eh: -0.336
Lowest unoccupied orbital energy in eV: -0.12
Relative energy (zero: lowest compared OMol25 entry of this formula, charge and spin) in eV: 3.267
DFT total energy in eV: -18572.3019
SMILES string: CC(=O)N(O)S

(3)
Computed, not measured: a cluster of 3 separate species, H6O3 in total, with ωB97M-V/def2-TZVPD.

Each line ends with the Löwdin charge.
Cartesian coordinates (Å):
O: 14.946 20.134 6.797  0.39
H: 14.362 19.720 7.433  0.14
H: 14.558 20.994 6.639  0.08
O: 14.728 22.361 3.428  -0.02
H: 15.575 22.736 3.668  0.06
H: 14.504 22.784 2.600  0.07
O: 13.121 22.169 5.788  0.14
H: 12.518 22.912 5.785  0.11
H: 13.599 22.245 4.962  0.03

Calculated values
M in g mol⁻¹: 54.0
Spin multiplicity: 2
Total charge: +1
Highest occupied orbital energy (alpha / beta) in Eh: -0.607 / -0.603
<S²>: 0.757
Lowest unoccupied orbital energy (alpha / beta) in eV: -3.91 / -11.88
Relative energy (zero: lowest compared OMol25 entry of this formula, charge and spin) in eV: 0.396
DFT total energy in eV: -6228.5938

(4)
Computed, not measured: a cluster of 2 separate species, CH3IO3P in total, with ωB97M-V/def2-TZVPD.

Each line ends with the Löwdin charge.
Cartesian coordinates (Å):
C: 1.769 -1.194 0.693  -0.19
O: -0.115 0.534 0.398  -0.50
O: -1.783 -0.309 -1.467  -0.49
O: 1.793 -1.812 1.742  -0.05
P: -1.117 0.735 -0.678  -0.02
I: -3.056 2.026 0.340  0.13
H: -0.658 1.854 -1.397  -0.03
H: 1.047 -1.630 -0.085  0.09
H: 2.121 -0.203 0.453  0.06

Calculated values
M in g mol⁻¹: 220.9
Total charge: -1
Highest occupied orbital energy in Eh: -0.193
Lowest unoccupied orbital energy in eV: 3.19
Relative energy (zero: lowest compared OMol25 entry of this formula, charge and spin) in eV: 1.347
DFT total energy in eV: -24620.8960